Record 1
25
Properties=species:S:1:pos:R:3:lowdin_charge:R:1 method="wB97M-V/def2-TZVPD" energy_ha=-713.76097 gap_ev="8.3 / 8.3" lumo_energy_ev="-4.57 / -4.57" max_force_ha_per_bohr=0.05658 total_charge=+1 spin_multiplicity=1
C 1.371 -0.071 -0.184 -0.130
C 0.015 0.889 1.532 -0.094
C -0.160 1.597 -0.816 -0.100
C -0.130 -1.494 0.931 -0.141
C -0.535 -0.733 -1.461 -0.112
C -2.094 1.197 0.432 -0.070
N -2.685 -1.403 0.501 0.152
N -3.196 1.148 0.013 0.005
N 0.659 -0.311 1.060 -0.100
N 0.392 0.325 -1.189 -0.098
N -0.839 1.502 0.495 -0.012
N -1.032 -1.513 -0.269 -0.020
O -3.569 -1.328 -0.230 0.106
O -4.178 0.552 -0.357 0.021
H 2.098 0.732 -0.051 0.144
H 1.889 -0.976 -0.501 0.145
H -0.587 0.667 2.414 0.148
H 0.791 1.615 1.792 0.147
H 0.652 2.321 -0.725 0.146
H -0.872 1.949 -1.567 0.150
H 0.562 -2.340 0.861 0.144
H -0.768 -1.631 1.808 0.131
H -1.410 -0.337 -1.988 0.142
H -0.028 -1.442 -2.126 0.146
H -1.147 -2.480 -0.567 0.150

Record 2
19
Properties=species:S:1:pos:R:3:lowdin_charge:R:1 method="wB97M-V/def2-TZVPD" energy_ha=-365.21443 smiles="CC[C@H]1CCNC1=O" gap_ev=10.5 lumo_energy_ev=0.88 max_force_ha_per_bohr=0.03859 total_charge=0 spin_multiplicity=1
C -0.427 -1.751 0.681 -0.086
C -0.305 -1.340 -0.783 -0.202
C 0.143 0.093 -1.030 -0.259
C -0.783 1.160 -0.460 -0.123
C -0.099 1.659 0.837 -0.168
N 1.271 1.105 0.847 0.049
C 1.486 0.445 -0.406 -0.410
O 2.590 0.274 -0.908 0.085
H 0.452 -1.505 1.264 0.064
H -0.570 -2.824 0.750 0.073
H -1.297 -1.296 1.143 0.072
H 0.329 -2.040 -1.316 0.113
H -1.292 -1.428 -1.232 0.112
H 0.297 0.183 -2.103 0.143
H -1.759 0.763 -0.206 0.107
H -0.868 1.961 -1.180 0.109
H 0.006 2.734 0.767 0.102
H -0.613 1.357 1.737 0.107
H 1.440 0.452 1.596 0.113

Record 3
19
Properties=species:S:1:pos:R:3:lowdin_charge:R:1 method="wB97M-V/def2-TZVPD" energy_ha=-365.18842 smiles="C=CC[C@@H](C)NC=O" gap_ev=10.4 lumo_energy_ev=0.94 max_force_ha_per_bohr=0.04904 total_charge=0 spin_multiplicity=1
O 2.045 -1.960 -0.916 0.031
C 1.329 -1.337 -0.176 -0.359
N -0.052 -1.303 -0.281 0.043
C -0.866 -0.238 0.266 -0.373
C -0.713 1.194 -0.328 -0.167
C 0.552 1.826 0.224 -0.191
C 0.548 2.596 1.303 0.003
C -2.328 -0.681 -0.081 -0.065
H 1.704 -0.697 0.635 0.129
H -0.373 -1.718 -1.154 0.141
H -0.787 -0.231 1.350 0.141
H -0.653 1.166 -1.411 0.115
H -1.616 1.732 -0.035 0.110
H 1.413 1.608 -0.400 0.100
H -0.357 2.908 1.809 0.059
H 1.440 3.010 1.757 0.051
H -2.627 -1.646 0.313 0.076
H -3.025 -0.002 0.431 0.077
H -2.466 -0.527 -1.145 0.078

Quick rundown of energy relative to the best compared isomer or geometry (same formula, charge and spin), same order as above: 0.00; 44.74; 113.03 kJ/mol